No. 1
{
  "formula": "C9H10N2O2",
  "method": "the ωB97M-V functional and the def2-TZVPD basis",
  "smiles": "Cn1ccnc1[C@H](O)c1ccco1",
  "lumo_energy_ev": 0.7,
  "spin_multiplicity": 1,
  "symbols": ["C", "N", "C", "C", "N", "C", "C", "O", "C", "C", "C", "C", "O", "H", "H", "H", "H", "H", "H", "H", "H", "H", "H"],
  "xyz": [[0.37773, 1.88073, 1.60255], [0.20072, 1.70574, 0.13014], [-0.64105, 2.61402, -0.61141], [-0.31368, 2.18948, -1.92492], [0.38957, 1.16880, -1.98681], [0.77152, 0.71542, -0.75047], [1.24657, -0.71349, -0.62305], [1.74543, -1.34144, -1.74541], [0.21327, -1.45611, 0.20119], [-0.49943, -2.61427, -0.32194], [-1.15473, -3.06065, 0.79130], [-1.02909, -2.02359, 1.80032], [-0.24945, -1.07016, 1.32496], [1.33505, 1.22909, 1.84943], [-0.42106, 1.65498, 2.34364], [0.50250, 3.06653, 1.66116], [-1.25892, 3.48962, -0.39342], [-0.63411, 2.62031, -2.90251], [1.99828, -0.54512, 0.31538], [0.99240, -0.97515, -2.42916], [-0.51502, -2.77530, -1.46903], [-1.35893, -4.23793, 0.59735], [-1.69757, -1.52149, 2.54072]],
  "forces_ev_per_angstrom": [[2.2, 1.3, -0.3], [-1.5, -1.0, 0.7], [2.7, -2.3, -2.3], [-4.5, 5.6, 0.1], [4.6, -6.8, 0.9], [-3.2, 4.3, -2.4], [1.5, 2.0, 6.3], [-3.5, 2.1, -1.7], [-1.2, -2.8, -6.9], [3.5, 4.2, -1.2], [-1.3, -2.3, 1.0], [-2.8, -2.3, 0.3], [1.4, 1.2, 0.9], [-1.9, 1.8, -0.1], [0.1, -0.4, -1.2], [0.4, -2.7, 0.4], [0.7, -0.6, 0.9], [-0.1, 0.0, 1.2], [-0.2, -0.8, -2.4], [2.9, -1.2, 1.5], [0.3, -0.7, 2.6], [-0.8, 3.0, 1.8], [0.6, -1.7, -0.2]],
  "nbo_charge": [-0.409, -0.343, -0.150, -0.036, -0.508, 0.309, 0.045, -0.656, 0.283, -0.334, -0.312, 0.010, -0.386, 0.219, 0.218, 0.212, 0.240, 0.197, 0.179, 0.500, 0.252, 0.258, 0.212]
}


No. 2
{
  "formula": "C9H10N2O2",
  "method": "the ωB97M-V functional and the def2-TZVPD basis",
  "lumo_energy_ev": [0.5, -2.9],
  "spin_multiplicity": 3,
  "s2": 2.02,
  "symbols": ["C", "C", "C", "C", "C", "C", "C", "C", "C", "N", "N", "O", "O", "H", "H", "H", "H", "H", "H", "H", "H", "H", "H"],
  "xyz": [[3.14658, 3.31371, 0.47395], [1.88806, 2.71755, 0.41777], [3.89522, 2.62106, -0.43913], [1.91034, 1.79850, -0.59423], [-1.84961, -1.19500, -1.24599], [0.87597, 0.98344, -1.02912], [-1.42125, -1.75254, 0.05965], [-1.90221, -0.80490, 1.10388], [-2.03160, -3.16045, 0.24175], [-1.12925, -0.13712, -1.70612], [-0.15792, 0.43265, -1.22637], [-2.78086, -1.66320, -1.85325], [3.14872, 1.78211, -1.12662], [3.45816, 3.92148, 1.26726], [0.92882, 2.87132, 1.05050], [4.91389, 2.46486, -0.61512], [-0.35626, -1.75940, 0.11637], [-2.14657, -1.39089, 1.94808], [-2.84546, -0.18567, 0.94784], [-1.23123, -0.07081, 1.53974], [-3.04611, -3.27852, -0.19194], [-1.98463, -3.69666, 1.15187], [-1.28278, -3.81151, -0.29079]],
  "forces_ev_per_angstrom": [[-1.2, -1.2, 0.4], [-2.3, 2.9, 3.8], [0.7, 1.1, 0.7], [-3.6, -3.7, -2.6], [-0.8, -1.2, -0.1], [4.1, 3.1, 1.0], [-1.0, -0.7, 0.9], [-1.7, 2.2, 1.6], [1.4, -0.9, -2.4], [-0.5, 1.0, -2.2], [-0.8, -1.6, 0.7], [0.0, 0.6, -0.4], [-0.1, -2.1, -2.3], [0.6, 1.0, 0.6], [2.2, 0.0, -1.1], [1.3, 0.4, -0.1], [0.9, -0.3, 0.0], [-0.4, -0.7, 1.1], [1.0, -1.0, -0.5], [0.7, 0.1, -0.5], [0.8, 0.2, 0.2], [-0.1, 0.6, 1.8], [-1.1, 0.3, -0.4]],
  "lowdin_spin": [0.038, 0.295, 0.327, 0.205, 0.064, 0.185, 0.022, 0.005, 0.003, 0.386, 0.287, 0.029, 0.124, -0.005, 0.009, 0.022, 0.000, 0.002, 0.001, 0.000, 0.000, 0.001, 0.000]
}


No. 3
{
  "formula": "C9H10N2O2S",
  "method": "the ωB97M-V functional and the def2-TZVPD basis",
  "smiles": "NC(=O)[C@@](O)(C(N)=S)c1ccccc1",
  "lumo_energy_ev": 0.4,
  "spin_multiplicity": 1,
  "symbols": ["N", "C", "O", "C", "O", "C", "N", "S", "C", "C", "C", "C", "C", "C", "H", "H", "H", "H", "H", "H", "H", "H", "H", "H"],
  "xyz": [[1.13519, -2.14880, 1.26131], [1.19329, -1.50735, 0.07815], [1.41447, -2.01295, -0.99016], [1.02043, -0.00061, 0.38744], [1.34955, 0.26554, 1.72207], [2.03328, 0.80589, -0.59160], [2.12667, 0.44409, -1.93956], [2.80594, 2.13779, -0.07832], [-0.44815, 0.33617, 0.12777], [-1.23174, 0.66530, 1.24713], [-2.58699, 0.81050, 1.07664], [-3.10731, 0.68574, -0.20646], [-2.32720, 0.25438, -1.24618], [-0.95457, 0.10595, -1.07547], [0.70899, -1.55474, 2.01742], [1.41990, -3.07011, 1.32800], [2.03745, 1.02088, 1.77694], [2.11917, -0.65005, -1.98123], [2.70524, 0.92084, -2.53360], [-0.81165, 0.88767, 2.32223], [-3.27132, 1.01705, 1.96722], [-4.24191, 0.80637, -0.41519], [-2.63374, 0.04026, -2.24152], [-0.45500, -0.25982, -2.01301]],
  "forces_ev_per_angstrom": [[-1.5, 2.5, 0.3], [0.3, 0.4, 2.6], [0.3, -0.4, -1.2], [1.5, 1.2, -1.7], [1.3, 1.3, 0.0], [-0.6, 0.1, -1.8], [-2.4, -4.7, 4.1], [0.1, 0.4, 0.8], [2.5, 0.1, 2.8], [0.5, 0.7, 2.0], [-1.2, 0.5, 1.0], [-3.2, -0.4, -0.5], [0.9, 0.4, 0.0], [-1.7, -0.9, -3.4], [1.2, -1.6, -0.7], [0.1, -2.0, 0.4], [-1.3, -1.3, -0.6], [-0.4, 2.4, -0.5], [1.9, 1.6, -1.2], [-0.5, -0.8, -2.6], [1.1, -0.1, -1.4], [2.0, -0.1, 0.6], [-1.0, 0.1, -0.5], [0.2, 0.5, 1.6]],
  "nbo_charge": [-0.802, 0.679, -0.631, 0.089, -0.754, 0.103, -0.803, -0.099, -0.070, -0.204, -0.213, -0.211, -0.201, -0.208, 0.433, 0.403, 0.516, 0.435, 0.394, 0.248, 0.223, 0.217, 0.214, 0.243]
}


Short version: energy above the lowest of the compared OMol25 structures with the same formula, charge and spin = 150.03; 66.85; 31.01 kcal/mol, in the order given.